# 1
# C4H8FN

A molecular structure, C4H8FN in a non-equilibrium geometry (the ωB97M-V functional and the def2-TZVPD basis, OMol25).

orbital gap	9.7892	eV
LUMO	1.0	eV

Positions of all 14 atoms, in Å:
C: -0.038038 -1.705533 0.883430
C: -0.890285 -1.040531 0.095146
C: -0.629265 -0.164872 -1.009285
C: 0.441571 1.434062 -0.487442
N: 1.282707 1.417855 0.634525
F: -0.600694 2.383823 -0.405758
H: -0.353383 -2.212138 1.800168
H: 0.994004 -1.754357 0.571025
H: -1.894660 -1.245141 0.421905
H: -1.613621 0.355857 -1.345252
H: -0.260404 -0.778474 -1.884092
H: 0.985138 1.420047 -1.432898
H: 1.862303 0.571161 0.692110
H: 0.714627 1.318240 1.466416

Force components x, y, z for each atom (eV/Å):
0.3 0.3 -0.5
-0.4 -1.4 2.4
-0.4 2.6 -1.2
-2.3 -2.8 -2.0
-0.7 -0.6 0.4
2.0 -0.9 0.1
0.1 0.0 -0.6
0.5 0.0 0.4
-0.8 0.7 -0.1
1.8 -0.8 0.5
0.3 1.2 0.7
-0.1 1.0 0.3
-0.1 0.5 -0.7
-0.3 0.3 0.3

=====

# 2
# C10H13INO

A gas-phase ion, C10H13INO (charge +1) in a non-equilibrium geometry (the ωB97M-V functional and the def2-TZVPD basis, OMol25).

total charge	+1
orbital gap	8.9279	eV
LUMO	-4.0	eV

Positions of all 26 atoms, in Å:
C: -0.748827 -2.134410 -3.227288
C: -1.743743 -1.974840 -2.336029
C: 0.508231 -1.679518 -2.808879
C: -1.600319 -1.323060 -1.095676
C: 0.695500 -1.065627 -1.529320
C: 1.360933 1.819675 2.188343
C: -0.160128 2.099301 1.932564
C: 1.626212 0.286735 2.050998
C: -0.490372 1.496183 0.564240
C: -0.192554 0.004756 0.546679
N: -0.405296 -0.907978 -0.796854
O: 1.100360 -0.250745 0.851260
I: -2.453486 2.069544 -0.005215
H: -0.783287 -2.478863 -4.177572
H: -2.807398 -2.255457 -2.475463
H: 1.301099 -1.701724 -3.538076
H: -2.464168 -1.407949 -0.390867
H: 1.628552 -0.742855 -0.988993
H: 1.993784 2.205987 1.372422
H: 1.852247 2.049465 3.129525
H: -0.721143 1.478674 2.611115
H: -0.361509 3.238884 2.108499
H: 2.689935 -0.134494 2.272598
H: 1.076248 -0.056586 2.886598
H: 0.118873 1.858826 -0.296576
H: -1.019744 -0.493924 1.151969

Force components x, y, z for each atom (eV/Å):
2.4 1.9 2.6
-3.7 0.2 1.8
0.6 1.0 1.3
-1.5 -2.2 -1.6
0.2 -1.0 -2.0
1.3 -1.6 -1.8
1.9 1.0 0.4
0.8 0.7 1.6
0.7 0.9 -2.4
-2.6 -2.2 0.6
1.6 3.3 3.1
0.7 -0.6 0.0
-0.3 -0.3 -0.1
-0.8 -1.3 -2.7
1.0 -0.2 -0.5
0.4 -0.2 0.3
1.2 0.9 -0.4
-1.0 -0.3 -1.3
-0.4 0.8 0.3
-0.6 0.7 0.2
-0.5 0.2 0.8
0.0 -2.3 -0.8
-1.7 1.2 -1.1
-0.9 -1.3 0.9
-0.2 0.4 0.9
1.3 0.3 0.1

=====

# 3
# C14H29Cu2O13

A molecular structure, C14H29Cu2O13 in a non-equilibrium geometry (the ωB97M-V functional and the def2-TZVPD basis, OMol25).

expectation value of S²	0.753
2S+1	2
orbital gap (alpha / beta)	4.3273 / 7.1657	eV
LUMO (alpha / beta)	0.4 / 0.2	eV

Positions of all 58 atoms, in Å:
Cu: -0.162084 0.308450 2.041256
Cu: 1.822886 1.501630 -0.800324
C: -0.392034 -2.788390 0.204916
C: 0.178176 -1.575130 -0.665754
O: 0.814636 -0.552190 0.003916
H: -1.304694 -2.414180 0.668726
H: 0.307166 -3.016680 1.009346
H: -0.494574 -3.662610 -0.437974
H: -0.576704 -1.159620 -1.333294
H: 0.918256 -1.948700 -1.373464
C: -2.182794 2.722980 -4.016504
O: -1.325264 1.562350 -4.365564
C: -0.152414 1.398580 -3.699554
O: 0.259676 1.988250 -2.715294
O: 0.528836 0.495240 -4.382584
C: 1.829416 0.220870 -4.024904
H: -1.658544 3.652520 -4.238334
H: -2.333754 2.744540 -2.937224
H: -3.157144 2.654810 -4.500344
H: 1.840076 -0.510830 -3.217064
H: 2.413956 1.133780 -3.910794
H: 2.325816 -0.284120 -4.853564
C: 6.445966 1.861520 0.175066
O: 6.179306 0.507100 -0.223974
C: 5.031626 0.148840 -0.818954
O: 3.995766 0.863660 -0.904764
O: 5.188646 -1.073840 -1.270724
C: 4.517456 -1.478110 -2.411014
H: 6.167236 2.545380 -0.626634
H: 7.450586 1.998200 0.575266
H: 5.834706 2.182160 1.018666
H: 3.465066 -1.547230 -2.135674
H: 4.868526 -2.472510 -2.686744
H: 4.740896 -0.950750 -3.338404
C: -3.477444 -0.933860 4.946746
O: -2.491464 -1.903360 5.186076
C: -1.565044 -2.110190 4.278376
O: -1.412304 -1.536020 3.218406
O: -0.771684 -3.012790 4.769706
C: 0.291606 -3.622770 4.094676
H: -4.128474 -1.118620 5.801216
H: -4.041404 -1.220450 4.059106
H: -3.106914 0.081700 4.807336
H: 0.667546 -2.829740 3.448246
H: 0.009026 -4.499390 3.511776
H: 0.911116 -3.899560 4.947726
C: -3.918144 3.334960 2.431786
O: -4.392844 2.661370 1.225026
C: -3.610174 1.662750 0.684786
O: -2.531044 1.285160 1.188546
O: -4.081524 1.518600 -0.574184
C: -3.735244 0.390960 -1.319884
H: -3.682624 2.637920 3.236006
H: -4.706904 4.027880 2.724726
H: -2.927114 3.730910 2.210016
H: -2.649124 0.311910 -1.273194
H: -3.962784 0.595260 -2.366114
H: -4.071684 -0.608620 -1.044634

Force components x, y, z for each atom (eV/Å):
0.5 -0.2 -1.1
-0.7 -1.4 0.5
0.8 2.0 -0.8
0.7 -0.3 0.1
-0.1 1.2 1.4
-0.2 -0.5 0.0
0.1 0.0 -0.1
-0.4 0.0 0.1
-0.9 -0.2 -0.1
0.3 -0.9 -0.4
1.1 -0.5 1.1
-0.2 0.9 0.7
-0.2 0.8 0.0
-0.7 -0.3 -0.7
-1.6 0.0 -1.0
1.7 -0.7 0.0
-0.1 -0.1 -0.4
-0.1 -0.2 0.0
0.5 -0.4 -0.3
0.2 0.6 0.5
-0.1 0.0 0.8
-0.4 -0.1 -0.3
-1.4 0.7 0.5
0.1 -0.2 0.0
-2.0 2.7 0.5
3.0 -1.7 -0.1
1.6 0.4 0.6
-1.4 -1.4 -0.9
0.5 -0.1 -0.2
0.2 -0.6 -0.8
-0.5 -0.4 0.0
-0.2 0.1 -0.7
0.0 -0.2 0.6
-0.2 0.9 0.4
-1.1 -0.5 -0.3
0.3 -0.1 0.4
0.8 0.7 -1.2
-0.5 0.0 0.2
-1.0 -1.3 1.6
0.4 0.9 -0.2
-0.1 0.9 0.0
0.0 0.2 -0.2
0.1 -0.1 0.4
0.8 -0.5 -0.2
-0.3 0.1 0.1
0.6 -0.1 -0.6
0.7 -1.2 -0.6
0.5 -1.1 0.2
2.6 2.2 1.1
-3.6 0.2 -1.6
-1.0 -0.2 1.7
2.3 -0.6 -1.1
-0.5 -0.3 0.0
0.4 0.0 -0.2
-0.3 0.7 -0.1
0.3 -0.2 -0.1
-0.4 0.0 0.2
-0.8 0.4 0.5

=====

# 4
# C16H47BN6O4P3S

3 unconnected molecules or ions with the total composition C16H47BN6O4P3S in a non-equilibrium geometry (the ωB97M-V functional and the def2-TZVPD basis, OMol25).

total charge	-1
orbital gap	2.8428	eV
LUMO	0.8	eV

Positions of all 78 atoms, in Å:
C: -3.509916 0.987909 2.097299
C: -1.918198 1.007942 1.900305
B: -1.460027 -0.557785 1.845613
O: -0.565762 -1.001362 0.781278
C: -2.058227 -1.547360 2.967771
S: -2.596171 -3.044827 2.035866
P: -0.644692 -1.895467 4.134349
C: -1.070991 -0.896531 5.709320
O: -0.646833 -3.511549 4.680055
H: -3.702129 1.065339 3.199454
H: -3.942933 0.049022 1.667570
H: -3.932901 1.851018 1.521165
H: -1.439496 1.496019 2.789417
H: -1.649339 1.564540 0.957622
H: -1.094019 -1.340201 0.046404
H: -3.658043 -3.534368 2.789148
H: -0.271179 -1.003611 6.492626
H: -2.074331 -1.261952 6.075824
H: -1.228088 0.171809 5.398479
H: -1.410791 -4.011685 4.345476
O: -2.146059 -4.620055 -2.491778
P: -0.659347 -4.530457 -2.863377
N: -0.814255 -5.091115 -4.481255
C: -0.689430 -6.432936 -4.992080
C: -1.543985 -4.237173 -5.408724
N: -0.128535 -5.695816 -1.711390
C: -0.553577 -7.091809 -1.808162
C: -0.361494 -5.225350 -0.336788
N: 1.065604 -4.188140 -3.140694
C: 1.352437 -2.835191 -3.599586
C: 2.072381 -5.120150 -3.559626
H: -0.318489 -6.407439 -6.026190
H: -1.645489 -6.972979 -4.983915
H: 0.041833 -7.030327 -4.455143
H: -0.846752 -3.736874 -6.091573
H: -2.109282 -3.462454 -4.885616
H: -2.265708 -4.801665 -6.009875
H: -1.586316 -7.199883 -2.149586
H: -0.465064 -7.603769 -0.847049
H: 0.103741 -7.647167 -2.480407
H: -1.412006 -5.308874 -0.047293
H: -0.067930 -4.174802 -0.237007
H: 0.247064 -5.790936 0.373568
H: 1.248801 -2.744287 -4.691490
H: 2.364023 -2.526756 -3.318292
H: 0.666987 -2.122103 -3.134043
H: 2.091584 -5.241734 -4.651549
H: 1.953931 -6.099774 -3.099058
H: 3.061133 -4.763899 -3.248532
O: -0.557899 4.486056 1.363237
P: 0.925645 4.819907 1.149779
N: 1.044362 5.882655 2.493297
C: 0.857129 7.311249 2.539791
C: 0.918338 5.286747 3.818615
N: 0.704086 5.583298 -0.382320
C: -0.112358 6.790234 -0.506227
C: 0.267427 4.615579 -1.394310
N: 2.676379 5.024393 0.902477
C: 3.507617 4.036600 1.580701
C: 3.376875 6.257670 0.687308
H: 1.483916 7.745389 3.330776
H: -0.186347 7.589097 2.737991
H: 1.175754 7.816072 1.631951
H: 1.899459 5.234665 4.304920
H: 0.518253 4.271510 3.769570
H: 0.245391 5.858944 4.466300
H: -0.985863 6.782273 0.151036
H: -0.467074 6.930050 -1.530512
H: 0.483949 7.679682 -0.295244
H: -0.790263 4.357789 -1.283547
H: 0.849807 3.691460 -1.314480
H: 0.433714 5.008571 -2.401492
H: 3.709899 4.321025 2.623528
H: 4.463135 3.900585 1.064595
H: 3.012887 3.061805 1.586232
H: 3.618765 6.763513 1.631889
H: 2.824844 6.947734 0.050685
H: 4.320436 6.062465 0.164925

Force components x, y, z for each atom (eV/Å):
0.9 0.4 -0.3
-0.2 -0.7 -0.3
-0.1 -0.3 0.7
-1.2 0.5 0.4
0.8 -0.5 -0.3
-0.1 -0.2 1.0
0.8 0.6 -0.2
-1.1 -0.6 -0.1
-0.7 0.8 -0.2
-0.2 -0.2 -1.2
0.3 0.7 0.6
0.1 -0.5 0.7
-0.4 -0.2 -0.8
-0.1 -0.4 1.0
0.2 -0.1 0.1
0.6 0.6 -0.5
-0.8 0.2 -0.8
0.9 0.3 0.0
0.4 -0.9 0.2
0.0 0.3 -0.1
1.0 3.7 0.0
0.3 -7.0 -0.6
-0.2 0.0 -1.1
0.3 -0.1 0.1
0.1 0.3 0.2
0.5 -1.2 0.4
-0.1 0.0 -0.4
0.2 0.5 0.0
-0.8 4.2 1.7
-0.2 -0.1 -0.2
-0.3 -0.7 0.1
-0.1 0.1 0.0
0.0 -0.1 0.0
0.0 0.1 0.2
-0.1 0.0 -0.2
0.0 -0.1 0.0
0.0 -0.1 0.1
-0.1 -0.1 0.0
0.0 0.3 0.1
-0.1 0.0 -0.1
0.0 0.1 0.0
-0.1 0.0 0.0
0.0 0.0 -0.2
0.1 0.1 -0.1
0.0 -0.1 0.0
0.0 0.0 0.0
-0.1 0.0 -0.1
-0.2 0.1 0.0
-0.1 0.2 0.0
2.0 -3.3 0.2
-1.9 6.9 -0.6
0.1 0.6 1.2
0.1 0.1 -0.2
0.1 -0.3 -0.2
0.0 0.8 -1.1
-0.1 0.2 0.4
0.4 -0.3 0.1
0.5 -4.8 -0.5
-0.2 0.1 0.2
-0.5 0.5 -0.2
-0.1 -0.1 0.1
-0.1 0.1 0.0
0.0 -0.1 -0.2
0.0 0.1 0.2
0.0 0.0 0.0
0.0 0.0 -0.1
-0.1 0.1 0.0
0.1 -0.3 0.0
0.0 0.0 0.2
0.0 -0.1 0.0
-0.1 0.0 0.0
0.0 0.1 0.1
0.1 0.0 0.0
0.0 0.1 0.0
0.0 0.0 0.0
-0.1 0.0 0.1
-0.2 -0.1 0.1
0.0 -0.2 0.1

=====

# 5
# C18H23NO3

C18H23NO3 in the gas phase (the ωB97M-V functional and the def2-TZVPD basis, OMol25).

orbital gap	8.9537	eV
LUMO	0.8	eV

Positions of all 45 atoms, in Å:
C: 3.177012 -0.965261 -4.079423
H: 3.679617 -0.103908 -3.631704
H: 2.380488 -0.615646 -4.738769
H: 3.902158 -1.542835 -4.653209
O: 2.692145 -1.856322 -3.099998
C: 1.655841 -1.521407 -2.286028
C: 1.255814 -2.545611 -1.423254
C: 0.222498 -2.371419 -0.534253
C: -0.479986 -1.173776 -0.484482
C: -0.103999 -0.150112 -1.347716
C: 0.977920 -0.298521 -2.231477
O: 1.336906 0.763199 -3.053679
C: 1.862684 1.886407 -2.371135
H: 2.782621 1.623375 -1.835898
H: 1.145048 2.303818 -1.661289
H: 2.087292 2.622854 -3.141183
O: -0.791709 1.053298 -1.303364
C: -1.589436 1.313941 -2.441620
H: -0.990992 1.348374 -3.355746
H: -2.050120 2.285031 -2.267532
H: -2.369348 0.552617 -2.550917
C: -1.630043 -1.008327 0.472846
N: -1.319582 -1.577327 1.775354
C: -2.501184 -1.701369 2.599599
H: -2.997562 -0.740926 2.804791
H: -2.224135 -2.160170 3.547800
H: -3.212914 -2.356505 2.096528
C: -0.217169 -0.901800 2.455624
C: -0.508632 0.519485 2.870874
C: -0.277180 1.573084 1.993816
C: -0.606747 2.869714 2.347506
C: -1.167816 3.132879 3.585353
C: -1.391083 2.092611 4.471053
C: -1.064565 0.796159 4.114622
H: -1.236025 -0.010309 4.814023
H: -1.821234 2.291552 5.442294
H: -1.425588 4.145101 3.861381
H: -0.424277 3.677495 1.653463
H: 0.164068 1.376746 1.028233
H: 0.026902 -1.503492 3.336494
H: 0.638306 -0.922010 1.775588
H: -2.489855 -1.563655 0.079499
H: -1.915046 0.053604 0.533506
H: -0.063657 -3.163924 0.138543
H: 1.797301 -3.476550 -1.476421

Force components x, y, z for each atom (eV/Å):
0.2 0.2 -0.4
0.0 0.0 0.0
0.1 0.0 0.0
0.0 0.1 0.0
-0.2 -0.1 0.3
-0.1 0.0 0.1
0.1 0.1 -0.1
0.1 0.1 -0.2
-0.1 0.4 -0.1
-0.2 -0.1 0.1
0.2 0.3 -0.2
-0.4 -0.5 0.2
0.2 0.2 0.1
0.0 0.0 -0.1
0.0 0.0 -0.1
0.0 0.0 0.1
0.5 -0.4 0.2
-0.2 0.1 -0.3
0.0 0.0 0.1
0.0 0.0 -0.1
0.0 0.0 0.0
-0.1 0.0 0.0
0.0 -0.1 -0.1
0.0 0.0 -0.1
0.0 0.0 0.0
0.0 0.0 0.1
-0.1 0.0 0.0
0.0 -0.1 0.0
0.0 0.0 0.0
0.0 0.0 0.1
0.0 0.1 -0.1
0.0 0.1 0.0
-0.1 0.0 0.1
0.0 0.0 0.0
0.0 -0.1 0.1
0.0 0.0 0.1
0.0 0.1 0.0
0.0 0.1 -0.1
0.0 0.0 -0.1
0.1 0.1 0.0
0.0 0.0 0.1
0.0 0.1 0.1
-0.1 -0.2 0.0
0.0 -0.1 0.1
0.1 -0.1 0.0

=====

# 6
# C5H6O

C5H6O in the gas phase (the ωB97M-V functional and the def2-TZVPD basis, OMol25).

orbital gap	11.2338	eV
LUMO	1.0	eV

Positions of all 12 atoms, in Å:
C: 2.767777 0.099712 -0.124687
C: 1.633373 -0.228454 -0.361509
C: 0.250413 -0.654740 -0.606096
C: -0.691933 -0.226300 0.501032
C: -1.679253 0.837712 0.339960
O: -2.056851 -0.531834 0.279823
H: 3.778579 0.379728 0.080425
H: 0.220222 -1.749564 -0.673627
H: -0.115863 -0.267952 -1.563920
H: -0.335388 -0.421811 1.510286
H: -1.737488 1.385245 -0.598288
H: -2.033587 1.378262 1.216603

Force components x, y, z for each atom (eV/Å):
-0.5 -0.1 -0.1
0.5 0.1 0.1
0.0 0.0 0.0
0.2 0.0 0.1
0.0 0.3 0.0
-0.1 -0.2 0.0
-0.2 0.0 -0.1
0.0 0.1 0.0
0.1 0.0 0.1
0.0 -0.1 -0.1
0.0 -0.1 0.0
0.1 -0.1 -0.1

=====

# 7
# C2H2S5

C2H2S5 in the gas phase in a non-equilibrium geometry (the ωB97M-V functional and the def2-TZVPD basis, OMol25).

orbital gap	6.8222	eV
LUMO	-0.7	eV

Positions of all 9 atoms, in Å:
C: 0.037132 0.790304 -0.486712
C: 0.041934 -0.500669 0.461569
S: -0.072879 2.257656 0.444250
S: 0.654255 -0.100094 2.061769
S: -0.549925 1.529516 2.316123
S: -0.524443 0.733863 -2.101579
S: 0.124409 -1.979387 -0.418153
H: 0.565582 0.162320 -2.722023
H: -0.276064 -2.893510 0.444755

Force components x, y, z for each atom (eV/Å):
-1.0 -5.3 4.7
0.6 5.2 -3.6
0.5 1.1 -0.5
0.1 -0.9 0.2
-0.2 -0.3 -0.4
0.5 0.0 -1.0
0.5 0.0 -0.7
-0.6 0.3 0.5
-0.3 -0.1 0.8

=====

# 8
# C4H5N7

A gas-phase ion, C4H5N7 (charge +2) in a non-equilibrium geometry (the ωB97M-V functional and the def2-TZVPD basis, OMol25).

total charge	+2
orbital gap (alpha / beta)	6.8870 / 6.9489	eV
LUMO (alpha / beta)	-13.0 / -13.0	eV

Positions of all 16 atoms, in Å:
C: 4.234474 -0.649701 0.035770
C: 2.097584 -0.544873 0.166704
C: 0.794590 -0.944121 0.152208
C: -1.768535 -0.523429 0.066728
N: 3.155231 -1.407477 0.241170
N: 3.864553 0.621220 -0.242603
N: 0.046320 -1.964184 -0.145813
N: -1.170827 -1.839184 -0.260852
N: 2.594008 0.694746 -0.130569
N: -0.781335 0.326278 0.331752
N: -3.061478 -0.444029 -0.070483
H: 5.240778 -0.895919 0.279328
H: 2.002175 1.436265 -0.159073
H: -0.800647 1.161882 0.902337
H: -3.461191 -1.282488 -0.337751
H: -3.376633 0.421020 0.242156

Force components x, y, z for each atom (eV/Å):
-2.7 -1.5 1.1
-0.3 -2.3 -0.4
-1.2 3.8 0.6
4.0 1.7 0.2
1.2 -0.4 0.0
-0.7 2.9 -0.4
-1.2 -0.8 -0.1
-0.5 -1.7 -0.4
2.2 -2.6 0.8
0.2 -2.5 -0.5
4.2 0.3 0.7
0.7 -0.4 -0.5
-1.3 3.7 -0.7
-0.1 0.1 0.0
-2.2 -1.7 -0.6
-2.2 1.5 0.2